109
Properties=species:S:1:pos:R:3 method="wB97M-V/def2-TZVPD" spin_multiplicity=1 e_tot_ev=-85142.3554 charge=0 mol_weight_g_mol=741.75 fmax_ev_per_a=5.21
C 3.93 4.10 1.15
C 3.75 2.96 0.10
C 4.47 1.66 0.63
O 3.60 0.51 0.74
C 3.16 -0.02 -0.45
C 4.17 -0.27 -1.61
C 4.35 0.96 -2.55
O 5.25 0.99 -3.32
O 2.04 0.61 -1.13
C 1.33 -0.35 -1.80
O 0.72 -0.19 -2.78
O 1.52 -1.50 -1.11
C 2.36 -1.29 0.03
C 1.64 -1.12 1.40
C 0.65 0.08 1.47
C -0.75 -0.17 0.83
C -1.66 -1.10 1.73
S -3.31 -0.32 1.81
C -3.86 -0.25 0.12
N -4.53 -1.22 -0.40
N -4.79 -0.90 -1.69
C -4.28 0.27 -1.90
O -3.69 0.74 -0.79
C 3.31 -2.52 0.29
C 2.75 -3.88 -0.22
C 3.77 -4.89 -0.78
N 1.54 -4.26 -0.20
H 3.32 3.95 2.05
H 3.56 5.03 0.67
H 5.01 4.25 1.37
H 4.23 3.27 -0.84
H 2.66 2.80 0.01
H 4.76 1.90 1.67
H 5.43 1.46 0.11
H 3.84 -1.09 -2.27
H 5.19 -0.46 -1.21
H 3.68 1.85 -2.53
H 2.36 -1.00 2.22
H 1.06 -2.04 1.66
H 0.44 0.28 2.54
H 1.09 1.01 1.07
H -1.27 0.78 0.60
H -0.67 -0.69 -0.15
H -1.67 -2.14 1.36
H -1.23 -1.09 2.75
H -4.36 0.76 -2.89
H 4.32 -2.41 -0.13
H 3.45 -2.61 1.38
H 4.73 -4.69 -0.23
H 3.91 -4.79 -1.87
H 3.49 -5.93 -0.50
H 0.99 -3.51 0.22
O 3.10 -4.48 2.94
H 3.87 -5.05 2.85
H 2.38 -5.01 2.59
O 1.16 5.33 0.23
H 1.07 5.82 1.05
H 0.25 5.29 -0.12
O -4.70 3.71 -1.80
H -4.18 2.94 -1.56
H -4.60 4.30 -1.04
O -6.67 1.19 1.40
H -5.95 0.56 1.29
H -7.44 0.72 1.06
O 6.98 -5.17 0.20
H 7.31 -5.79 -0.47
H 7.77 -4.93 0.70
O 5.44 -7.91 1.09
H 5.94 -7.21 0.64
H 4.62 -7.96 0.60
O -4.46 2.50 -4.43
H -4.34 3.17 -5.11
H -4.35 2.98 -3.60
O -0.41 2.10 -4.23
H 0.20 1.40 -3.95
H -0.36 2.74 -3.52
O -1.18 4.77 -1.36
H -0.80 4.51 -2.21
H -2.12 4.57 -1.45
O -0.42 -1.68 -4.99
H -1.29 -1.29 -5.11
H -0.11 -1.31 -4.15
O -3.42 4.16 0.54
H -2.52 4.46 0.72
H -3.73 3.82 1.40
O 5.24 2.08 3.84
H 4.99 1.17 4.05
H 5.51 2.45 4.68
O -0.32 1.72 3.66
H -0.36 2.25 4.47
H -1.23 1.72 3.34
O -4.65 -2.06 -4.73
H -4.53 -1.38 -5.40
H -4.54 -1.59 -3.89
O -4.28 -3.82 1.44
H -4.19 -3.16 0.74
H -4.16 -3.31 2.25
O -5.01 3.45 2.37
H -5.27 2.66 2.86
H -5.76 3.61 1.78
O -0.75 5.47 2.74
H 0.05 5.17 3.21
H -1.14 6.12 3.33
O -4.21 -6.62 -0.08
H -3.43 -6.97 0.37
H -4.52 -5.92 0.51
O -9.72 0.14 0.45
H -10.50 0.25 -0.10
H -10.07 -0.23 1.27